141
Properties=species:S:1:pos:R:3:lowdin_charge:R:1 method="wB97M-V/def2-TZVPD" lumo_ha=-0.351 gap_ev=2.771 e_tot_ha=-3890.864062 de_lowest_kcal_mol=41.1 total_charge=+5
Rb 3.514 6.916 2.576 0.8763
C 0.270 1.256 -0.031 -0.0725
C 0.569 2.620 -0.435 -0.3907
C -0.310 3.217 -1.598 -0.3804
O -0.026 4.281 -2.198 -0.1201
C -1.455 2.411 -2.012 -0.0562
C -1.679 1.143 -1.554 -0.4155
C -0.705 0.524 -0.555 -0.4087
O -0.713 -0.654 0.008 -0.1398
O -2.828 0.660 -1.840 -0.0886
O 1.553 3.224 -0.012 -0.0579
H 0.980 0.809 0.649 0.0987
H -2.215 2.822 -2.659 0.0872
C 4.028 4.589 -4.512 0.0395
C 3.345 3.703 -5.578 -0.2914
O 3.876 2.743 -6.101 0.1636
N 1.903 4.154 -6.043 0.0972
H 1.298 4.427 -5.282 0.1589
H 2.036 5.015 -6.554 0.1683
C 1.130 3.194 -6.959 0.0414
H 4.592 5.346 -5.057 0.1009
H 4.719 4.101 -3.826 0.1115
H 3.272 5.181 -3.997 0.0776
H 1.316 2.183 -6.594 0.1010
H 1.506 3.270 -7.979 0.1106
H 0.082 3.482 -6.880 0.1092
C 5.322 3.498 8.204 0.0351
C 5.080 2.530 7.088 -0.3551
O 5.310 1.338 7.172 0.1951
N 4.298 3.153 5.943 0.0792
H 3.946 4.073 6.169 0.1652
H 5.070 3.280 5.304 0.1774
C 3.236 2.304 5.351 0.0371
H 6.121 3.156 8.863 0.1177
H 4.400 3.573 8.781 0.1139
H 5.679 4.440 7.789 0.0987
H 2.720 1.722 6.115 0.1184
H 3.657 1.635 4.601 0.1241
H 2.671 3.085 4.843 0.1023
C -1.759 9.520 -1.432 0.0358
C -0.342 9.484 -0.860 -0.2896
O -0.076 8.973 0.236 0.1330
N 0.720 10.414 -1.567 0.1211
H 0.359 11.354 -1.649 0.1715
H 1.566 10.384 -1.017 0.1660
C 0.972 9.981 -3.064 0.0554
H -1.819 10.321 -2.169 0.0889
H -2.513 9.664 -0.657 0.1095
H -2.009 8.554 -1.872 0.1114
H 0.089 10.170 -3.675 0.1020
H 1.172 8.911 -3.119 0.1039
H 1.822 10.547 -3.445 0.1098
C -4.160 0.473 7.330 0.0389
C -3.686 0.816 5.930 -0.3290
O -2.514 1.021 5.602 0.1520
N -4.770 0.947 4.844 0.0880
H -5.474 0.281 5.128 0.1608
H -5.180 1.863 4.961 0.1737
C -4.340 0.609 3.396 0.0611
H -4.764 -0.432 7.263 0.1064
H -4.761 1.301 7.707 0.1059
H -3.331 0.511 8.036 0.1142
H -3.948 -0.402 3.508 0.1167
H -3.564 1.290 3.045 0.1100
H -5.177 0.711 2.705 0.0992
C -6.422 4.895 -0.124 0.0374
C -7.831 4.399 -0.217 -0.3491
O -8.455 4.338 -1.236 0.2050
N -8.523 3.938 1.143 0.1029
H -7.924 4.137 1.931 0.1532
H -9.305 4.577 1.179 0.1682
C -9.161 2.516 1.099 0.0494
H -6.017 4.272 0.673 0.0844
H -6.436 5.955 0.130 0.1119
H -5.926 4.691 -1.073 0.1183
H -9.314 2.202 2.132 0.0960
H -8.596 1.701 0.647 0.1089
H -10.134 2.681 0.635 0.1126
C 5.278 -5.014 -6.628 -0.0793
C 4.023 -4.544 -5.864 -0.2338
C 4.430 -3.915 -4.514 -0.0885
N 3.256 -3.183 -3.763 -0.2273
C 3.908 -2.415 -2.609 0.0335
C 2.205 -4.265 -3.302 -0.0662
C 1.118 -4.336 -4.383 -0.1660
C 1.100 -2.921 -4.975 -0.1362
C 2.460 -2.267 -4.713 -0.0849
H 5.925 -4.154 -6.803 0.0815
H 5.027 -5.513 -7.564 0.0886
H 5.812 -5.720 -5.992 0.0825
H 3.396 -5.426 -5.731 0.1066
H 3.523 -3.864 -6.554 0.1064
H 5.151 -3.128 -4.734 0.1358
H 4.722 -4.701 -3.817 0.1351
H 4.282 -1.452 -2.957 0.1123
H 4.532 -3.067 -1.999 0.1153
H 3.023 -2.189 -2.014 0.1000
H 1.744 -3.877 -2.393 0.1261
H 2.555 -5.250 -2.993 0.1350
H 0.159 -4.616 -3.947 0.1189
H 1.143 -5.134 -5.125 0.1086
H 0.307 -2.408 -4.432 0.1214
H 0.751 -3.020 -6.002 0.1237
H 2.316 -1.361 -4.124 0.1223
H 2.998 -1.995 -5.621 0.1275
C -4.422 -5.942 0.539 -0.0905
C -3.560 -6.826 1.432 -0.2260
C -3.251 -8.191 0.794 -0.1369
N -2.685 -9.238 1.709 -0.2583
C -1.326 -8.784 2.257 0.0496
C -3.641 -9.620 2.864 -0.0990
C -3.624 -11.124 3.206 -0.0997
C -2.706 -11.688 2.056 -0.1296
C -2.609 -10.612 0.995 -0.0897
H -3.805 -5.584 -0.285 0.0849
H -4.599 -5.039 1.123 0.0740
H -5.419 -6.297 0.279 0.0887
H -4.189 -7.065 2.290 0.1064
H -2.638 -6.293 1.666 0.1124
H -2.477 -8.107 0.031 0.1400
H -4.126 -8.673 0.358 0.1362
H -0.661 -8.743 1.394 0.1083
H -0.942 -9.469 3.014 0.1163
H -1.467 -7.796 2.696 0.0955
H -3.517 -9.012 3.760 0.1322
H -4.610 -9.299 2.484 0.1259
H -3.280 -11.390 4.206 0.1194
H -4.616 -11.568 3.124 0.1197
H -1.707 -11.909 2.431 0.1174
H -3.139 -12.561 1.569 0.1275
H -1.655 -10.602 0.469 0.1367
H -3.462 -10.673 0.320 0.1381
N 7.131 3.985 2.850 -0.3205
S 7.820 3.096 1.878 0.4183
O 8.677 2.040 2.346 -0.2626
O 8.123 3.656 0.558 -0.2943
F 6.421 2.289 1.549 -0.2625
S 8.447 4.929 3.254 0.5271
O 8.425 6.319 2.862 -0.2919
O 9.776 4.395 3.399 -0.2347
F 8.133 5.158 4.791 -0.2225

***

142
Properties=species:S:1:pos:R:3:lowdin_charge:R:1 method="wB97M-V/def2-TZVPD" lumo_ha=0.010 gap_ev=8.957 e_tot_ha=-8467.822664 smiles="C[C@H](Br)[C@H](Br)[C@H]1[C@H](N=C=S)C(=O)N[C@]1(N)CCN.CNC(C)=O.CNC(C)=O.CNC(C)=O.CNC(C)=O.CNC(C)=O.CNC(C)=O.CNC(C)=O.CNC(C)=O.CNC(C)=O" de_lowest_kcal_mol=0.0
C -1.875 -0.799 5.980 -0.1638
C -1.168 -0.166 4.782 -0.7367
Br -0.598 -1.662 3.643 0.7278
C 0.022 0.723 5.159 -0.6642
Br 1.391 -0.282 6.092 0.7666
C -0.491 1.917 5.986 -0.2427
C -0.067 2.134 7.432 -0.2465
N -0.521 1.139 8.413 0.0890
C -0.025 1.086 9.510 -0.7861
S 0.571 1.050 10.956 0.7280
C -0.775 3.476 7.695 -0.4118
O -1.189 3.886 8.741 0.1171
N -0.914 4.111 6.460 0.1403
C -0.183 3.333 5.451 -0.4606
N 1.249 3.676 5.634 0.1218
C -0.584 3.579 3.995 -0.1157
C -1.033 5.015 3.719 -0.2688
N -2.472 5.242 3.915 0.0065
H -2.831 -1.197 5.652 0.0522
H -2.054 -0.072 6.771 0.0633
H -1.286 -1.624 6.371 0.0558
H -1.891 0.410 4.205 0.0915
H 0.441 1.097 4.224 0.0553
H -1.580 1.868 6.072 0.1505
H 1.003 2.267 7.557 0.1308
H -0.766 5.111 6.477 0.1377
H 1.358 4.646 5.896 0.0847
H 1.785 3.520 4.788 0.0842
H -1.397 2.891 3.731 0.1153
H 0.240 3.303 3.339 0.0831
H -0.775 5.286 2.696 0.0806
H -0.467 5.695 4.365 0.1017
H -2.953 4.368 4.084 0.0618
H -2.652 5.814 4.729 0.0555
C 4.487 1.337 0.461 -0.0720
N 3.310 1.828 1.151 0.0097
C 2.288 1.103 1.675 -0.5103
C 2.370 -0.389 1.530 -0.0082
O 1.353 1.686 2.223 -0.0069
H 5.393 1.642 0.989 0.0818
H 4.529 1.740 -0.553 0.0814
H 4.465 0.255 0.402 0.0751
H 3.208 2.824 1.269 0.1336
H 1.503 -0.860 1.984 0.0170
H 2.397 -0.661 0.478 0.0564
H 3.265 -0.773 2.023 0.0982
C 0.155 -4.606 -2.719 -0.0744
N 1.051 -4.104 -1.698 0.0042
C 1.404 -2.813 -1.450 -0.5359
C 0.811 -1.741 -2.319 -0.0100
O 2.187 -2.559 -0.542 0.0088
H -0.680 -5.142 -2.264 0.0812
H 0.681 -5.297 -3.382 0.0761
H -0.238 -3.785 -3.311 0.0758
H 1.485 -4.766 -1.074 0.1310
H 1.182 -0.776 -1.992 0.0744
H 1.092 -1.882 -3.359 0.0623
H -0.277 -1.738 -2.230 0.0875
C 1.121 3.278 -4.327 -0.0964
N 1.137 1.824 -4.250 0.0256
C 1.963 0.953 -4.875 -0.5405
C 3.029 1.520 -5.785 -0.0104
O 1.836 -0.250 -4.690 0.0133
H 1.279 3.705 -3.338 0.0735
H 0.158 3.622 -4.698 0.0785
H 1.898 3.638 -4.989 0.0656
H 0.452 1.371 -3.658 0.1243
H 3.598 0.693 -6.198 0.0789
H 2.581 2.085 -6.603 0.0828
H 3.705 2.174 -5.232 0.0818
C -1.571 4.018 0.078 -0.0690
N -1.238 2.906 -0.787 0.0205
C -1.631 1.613 -0.671 -0.5323
C -2.531 1.257 0.486 0.0081
O -1.274 0.773 -1.487 0.0181
H -2.088 4.798 -0.484 0.0831
H -0.662 4.446 0.504 0.0726
H -2.216 3.696 0.888 0.0724
H -0.642 3.081 -1.580 0.1226
H -2.744 0.193 0.435 0.0860
H -2.040 1.468 1.438 0.0750
H -3.471 1.805 0.432 0.0559
C 4.378 -4.222 -2.883 -0.0685
N 4.318 -5.650 -2.626 0.0142
C 5.106 -6.636 -3.128 -0.5445
C 6.202 -6.233 -4.085 -0.0126
O 4.923 -7.803 -2.818 0.0206
H 4.542 -3.690 -1.945 0.0832
H 3.430 -3.891 -3.310 0.0751
H 5.180 -3.986 -3.574 0.0736
H 3.609 -5.986 -1.994 0.1256
H 6.724 -7.132 -4.396 0.0806
H 5.787 -5.750 -4.969 0.0838
H 6.907 -5.554 -3.603 0.0823
C -2.461 -6.520 4.337 -0.0782
N -2.574 -5.098 4.589 0.0131
C -3.576 -4.253 4.231 -0.5477
C -4.740 -4.837 3.463 -0.0097
O -3.517 -3.071 4.522 -0.0001
H -2.392 -7.070 5.277 0.0827
H -1.566 -6.733 3.750 0.0832
H -3.327 -6.879 3.790 0.0693
H -1.827 -4.641 5.091 0.1329
H -5.443 -4.036 3.255 0.0802
H -4.407 -5.269 2.518 0.0831
H -5.245 -5.608 4.047 0.0828
C -8.447 3.366 -1.012 -0.0777
N -7.203 3.462 -0.275 0.0070
C -6.565 2.492 0.431 -0.5439
C -7.207 1.125 0.474 -0.0066
O -5.514 2.728 1.004 0.0200
H -8.284 3.603 -2.065 0.0828
H -9.181 4.069 -0.614 0.0830
H -8.853 2.364 -0.942 0.0703
H -6.723 4.349 -0.262 0.1390
H -6.577 0.474 1.072 0.0833
H -8.197 1.174 0.929 0.0845
H -7.297 0.706 -0.529 0.0851
C 0.233 9.556 -4.134 -0.0747
N 0.197 8.111 -4.024 0.0095
C 0.998 7.201 -4.634 -0.5297
C 2.076 7.727 -5.552 -0.0055
O 0.843 6.004 -4.440 0.0207
H 0.407 10.007 -3.156 0.0839
H -0.716 9.932 -4.519 0.0839
H 1.026 9.868 -4.805 0.0707
H -0.501 7.697 -3.427 0.1394
H 2.622 6.880 -5.955 0.0814
H 1.643 8.292 -6.378 0.0855
H 2.771 8.368 -5.009 0.0854
C 1.474 -8.382 -6.987 -0.0854
N 2.913 -8.240 -7.047 0.0017
C 3.844 -8.687 -6.154 -0.5430
C 3.333 -9.425 -4.939 -0.0187
O 5.029 -8.483 -6.350 0.0314
H 1.106 -8.929 -7.857 0.0806
H 0.992 -7.401 -6.974 0.0797
H 1.184 -8.920 -6.091 0.0684
H 3.313 -7.755 -7.835 0.1352
H 4.179 -9.706 -4.323 0.0737
H 2.680 -8.782 -4.350 0.0799
H 2.787 -10.323 -5.234 0.0835